[1]
Density functional theory data (ωB97M-V with the def2-TZVPD basis set) for 2 unconnected molecules or ions with the total composition C31H28F3NO2S.

Last column: Löwdin charge in e.
Positions of all 66 atoms, in Å:
C: -1.94 0.05 4.93  -0.081
C: -2.65 -1.12 4.71  -0.064
C: -2.14 -2.08 3.87  -0.036
C: -0.92 -1.89 3.23  -0.231
C: -0.36 -2.96 2.34  -0.090
N: 0.42 -2.43 1.21  -0.036
C: 1.81 -2.90 1.06  -0.082
C: 2.09 -3.54 -0.26  -0.234
C: 3.32 -3.36 -0.88  -0.036
C: 3.58 -3.95 -2.10  -0.070
C: 2.62 -4.73 -2.71  -0.079
C: 1.40 -4.93 -2.10  -0.067
C: 1.14 -4.34 -0.88  -0.044
C: -0.15 -1.59 0.29  0.060
C: 0.55 -0.98 -0.79  -0.037
C: 1.38 0.12 -0.66  0.004
C: 2.18 0.68 -1.70  -0.216
C: 2.84 1.90 -1.48  -0.021
C: 3.63 2.46 -2.45  -0.073
C: 3.80 1.82 -3.67  -0.070
C: 3.16 0.62 -3.91  -0.072
C: 2.36 0.05 -2.94  -0.019
C: -0.22 -0.72 3.46  -0.041
C: -0.73 0.24 4.31  -0.061
H: -2.34 0.80 5.60  0.110
H: -3.59 -1.28 5.20  0.110
H: -2.68 -3.00 3.71  0.113
H: 0.26 -3.62 2.94  0.136
H: -1.17 -3.57 1.94  0.136
H: 2.48 -2.04 1.21  0.135
H: 2.05 -3.61 1.85  0.138
H: 4.07 -2.75 -0.40  0.118
H: 4.54 -3.80 -2.57  0.109
H: 2.83 -5.19 -3.66  0.107
H: 0.66 -5.55 -2.57  0.109
H: 0.18 -4.48 -0.41  0.112
H: -1.20 -1.38 0.45  0.161
H: 0.40 -1.36 -1.79  0.123
H: 1.42 0.60 0.31  0.121
H: 2.71 2.41 -0.54  0.115
H: 4.12 3.41 -2.27  0.108
H: 4.42 2.26 -4.43  0.106
H: 3.29 0.12 -4.86  0.106
H: 1.88 -0.89 -3.14  0.102
H: 0.72 -0.57 2.97  0.105
H: -0.17 1.14 4.49  0.111
F: -0.32 5.72 -3.66  0.133
C: -0.46 5.38 -2.37  -0.689
F: 0.62 4.76 -1.89  0.123
F: -0.81 6.43 -1.61  0.140
S: -1.85 4.17 -2.22  0.809
C: -1.76 3.92 -0.44  -0.223
C: -2.68 3.11 0.19  -0.329
C: -2.64 2.90 1.59  -0.080
C: -3.56 2.10 2.21  -0.150
C: -4.55 1.47 1.48  -0.159
C: -4.62 1.64 0.10  -0.124
C: -3.71 2.44 -0.54  -0.072
O: -3.25 4.72 -2.40  -0.358
O: -1.66 2.80 -2.82  -0.373
H: -1.00 4.43 0.11  0.050
H: -1.87 3.38 2.17  0.090
H: -3.51 1.95 3.28  0.075
H: -5.27 0.84 1.97  0.072
H: -5.38 1.15 -0.47  0.092
H: -3.76 2.58 -1.60  0.078

Calculated values
Spin multiplicity: 1
Total charge: 0
Orbital gap in eV: 2.52
Largest force on an atom in eV/A: 8.03
HOMO level in eV: -4.53


[2]
Density functional theory data (ωB97M-V with the def2-TZVPD basis set) for a molecular structure, C31H28N4O8STc.

Last column: Löwdin charge in e.
Positions of all 73 atoms, in Å:
Tc: 0.32 -0.05 1.06  1.365
S: 2.15 -0.53 5.23  0.984
C: 0.44 -0.65 5.38  -0.427
C: -0.21 -0.53 4.19  -0.184
C: 0.68 -0.31 3.09  -0.266
C: 1.98 -0.30 3.52  -0.527
C: 3.00 -0.01 2.55  -0.265
C: 4.36 0.14 2.81  -0.029
C: 5.21 0.51 1.79  -0.074
C: 4.67 0.73 0.52  -0.060
C: 3.32 0.54 0.33  -0.101
N: 2.49 0.15 1.30  0.007
H: 0.01 -0.80 6.36  0.054
H: -1.28 -0.58 4.08  0.099
H: 4.73 -0.01 3.82  0.100
H: 6.26 0.65 1.97  0.102
H: 5.29 1.05 -0.31  0.099
H: 2.85 0.70 -0.64  0.089
C: -0.08 0.07 -4.20  -0.053
C: 1.16 -0.56 -3.56  -0.633
C: 2.41 0.25 -3.94  -0.065
C: 1.32 -2.00 -4.04  -0.062
C: 1.00 -0.54 -2.09  -0.121
C: 0.86 -0.53 -0.89  -0.132
H: 0.01 0.04 -5.29  0.079
H: -0.20 1.11 -3.89  0.086
H: -0.98 -0.45 -3.90  0.075
H: 2.53 0.27 -5.03  0.077
H: 3.30 -0.19 -3.50  0.078
H: 2.32 1.28 -3.58  0.084
H: 1.44 -2.03 -5.13  0.077
H: 0.44 -2.59 -3.77  0.077
H: 2.20 -2.47 -3.59  0.080
O: -4.23 5.33 -1.74  0.055
N: -3.20 5.74 -1.23  -0.367
O: -2.91 6.93 -1.14  0.046
C: -2.26 4.77 -0.70  -0.148
C: -1.11 5.22 -0.07  0.064
C: -0.22 4.28 0.41  -0.051
C: -0.44 2.86 0.34  -0.262
O: 0.40 2.05 0.82  -0.129
C: -1.66 2.49 -0.31  -0.058
C: -2.52 3.42 -0.84  0.082
N: -2.04 1.12 -0.57  -0.121
O: -1.62 0.38 1.58  -0.157
O: -2.54 0.90 -1.75  -0.094
N: 1.01 4.83 1.00  -0.348
O: 0.95 5.97 1.45  0.040
O: 2.02 4.17 0.97  0.085
H: -0.90 6.27 0.03  0.126
H: -3.40 3.07 -1.37  0.129
C: -1.15 -3.87 2.08  -0.055
O: -0.89 -2.47 1.98  -0.130
C: 0.14 -1.99 1.29  -0.359
C: 1.09 -3.03 0.75  -0.066
H: -0.29 -4.41 2.48  0.088
H: -1.44 -4.27 1.11  0.084
H: -1.99 -3.95 2.77  0.096
H: 0.56 -3.78 0.15  0.085
H: 1.56 -3.54 1.59  0.090
H: 1.84 -2.55 0.14  0.053
C: -2.01 0.16 0.35  -0.403
C: -2.66 -1.14 0.02  -0.146
C: -3.65 -1.59 0.89  -0.021
C: -4.25 -2.83 0.69  -0.096
C: -3.84 -3.63 -0.36  -0.115
C: -2.85 -3.18 -1.23  -0.084
C: -2.27 -1.94 -1.05  -0.025
H: -3.93 -0.97 1.73  0.122
H: -5.02 -3.17 1.37  0.097
H: -4.30 -4.60 -0.52  0.094
H: -2.53 -3.81 -2.05  0.098
H: -1.49 -1.58 -1.71  0.091

Calculated values
Spin multiplicity: 1
Total charge: -1
Orbital gap (spin up / spin down) in eV: 6.51 / 6.61
Largest force on an atom in eV/A: 0.47
HOMO level (spin up / spin down) in eV: -4.35 / -4.41
ΔE to the lowest compared entry with this formula, charge and spin in eV: 0.000


[3]
Density functional theory data (ωB97M-V with the def2-TZVPD basis set) for a molecular structure, C31H28N5O6S2Sr.

Last column: Löwdin charge in e.
Positions of all 73 atoms, in Å:
Sr: 0.76 -1.56 0.09  1.506
C: 2.44 6.44 -3.87  -0.060
C: 1.79 5.50 -2.89  -0.282
C: 1.17 5.97 -1.74  -0.045
C: 0.56 5.10 -0.84  -0.053
C: 0.55 3.74 -1.10  -0.283
C: 1.17 3.25 -2.24  -0.048
C: 1.79 4.12 -3.12  -0.042
S: -0.27 2.64 0.02  0.525
O: -1.53 2.29 -0.58  -0.326
O: -0.32 3.37 1.28  -0.329
N: 0.60 1.34 0.07  -0.169
C: 1.90 1.39 0.60  -0.383
C: 2.59 2.50 1.11  -0.020
C: 3.87 2.34 1.58  -0.077
C: 4.48 1.08 1.57  -0.086
C: 3.74 0.04 1.06  -0.136
N: 2.50 0.19 0.57  -0.030
H: 2.93 7.27 -3.36  0.074
H: 1.70 6.87 -4.55  0.079
H: 3.18 5.93 -4.48  0.071
H: 1.17 7.04 -1.53  0.109
H: 0.09 5.47 0.06  0.111
H: 1.20 2.18 -2.42  0.112
H: 2.28 3.73 -4.01  0.110
H: 2.11 3.47 1.16  0.093
H: 4.41 3.19 1.97  0.102
H: 5.48 0.92 1.94  0.093
H: 4.13 -0.98 1.02  0.108
C: -4.14 1.67 5.03  -0.061
C: -3.44 0.61 4.24  -0.279
C: -3.61 -0.74 4.52  -0.050
C: -2.95 -1.73 3.79  -0.052
C: -2.12 -1.35 2.75  -0.268
C: -1.94 0.00 2.44  -0.037
C: -2.59 0.97 3.18  -0.024
S: -1.26 -2.60 1.84  0.519
O: -1.91 -3.85 2.17  -0.323
O: -1.45 -2.17 0.43  -0.504
N: 0.23 -2.47 2.22  -0.350
C: 1.03 -3.71 2.49  -0.174
C: 2.21 -3.95 1.52  -0.680
O: 2.89 -4.95 1.70  -0.006
O: 2.37 -3.06 0.60  -0.293
H: -4.71 1.24 5.86  0.066
H: -4.84 2.24 4.42  0.077
H: -3.43 2.39 5.45  0.078
H: -4.27 -1.03 5.34  0.103
H: -3.09 -2.78 4.01  0.106
H: -1.31 0.31 1.62  0.085
H: -2.44 2.01 2.93  0.115
H: 0.40 -4.60 2.47  0.102
H: 1.45 -3.66 3.49  0.108
C: -2.78 -0.25 -2.62  -0.041
C: -3.36 -1.48 -2.89  -0.056
C: -2.56 -2.61 -2.91  -0.020
C: -1.21 -2.49 -2.64  -0.236
N: -0.64 -1.31 -2.39  0.066
C: -1.41 -0.22 -2.39  -0.122
C: -0.30 -3.69 -2.58  -0.210
C: -0.70 -4.93 -3.06  -0.021
C: 0.17 -6.00 -2.94  -0.067
C: 1.40 -5.81 -2.34  -0.051
C: 1.72 -4.55 -1.89  -0.107
N: 0.90 -3.50 -2.01  0.081
H: -3.35 0.66 -2.56  0.109
H: -4.42 -1.56 -3.06  0.106
H: -3.00 -3.58 -3.07  0.100
H: -0.93 0.72 -2.13  0.074
H: -1.66 -5.06 -3.53  0.099
H: -0.13 -6.98 -3.31  0.104
H: 2.10 -6.63 -2.20  0.105
H: 2.65 -4.36 -1.37  0.106

Calculated values
Spin multiplicity: 1
Total charge: -1
Orbital gap in eV: 7.82
Largest force on an atom in eV/A: 2.99
HOMO level in eV: -5.44
ΔE to the lowest compared entry with this formula, charge and spin in eV: 0.493